Computed, not measured: 14 unconnected molecules or ions with the total composition C4H36N2O14 in a non-equilibrium geometry, with the ωB97M-V functional and the def2-TZVPD basis.

Output
ΔE to the lowest compared entry with this formula, charge and spin (kJ/mol): 616.04
DFT total energy (Ha): -1336.7572
HOMO-LUMO gap (Ha): 0.31208
LUMO level (eV): 0.05
E_HOMO (eV): -8.44

The geometry in ORCA input format:
```
! wB97M-V def2-TZVPD RIJCOSX def2/J DEFGRID3
* xyz 0 1
N -0.445 -3.271 0.899
C 0.388 -2.523 1.835
C 0.511 -1.002 1.482
N 0.565 -0.184 2.671
C 1.000 1.206 2.475
C -0.103 2.265 2.349
O -0.211 3.084 1.496
H -0.325 -4.309 0.949
H -1.483 -3.022 1.102
H 1.463 -2.851 1.852
H 0.024 -2.682 2.905
H -0.360 -0.514 0.945
H 1.287 -0.970 0.772
H -0.225 -0.301 3.277
H 1.561 1.497 3.387
H 1.995 1.277 1.848
H -0.835 2.181 3.248
H -4.939 0.747 -0.070
H -3.467 0.870 -0.450
O -4.097 0.303 0.135
H 1.437 -1.612 -3.256
H 2.410 -0.299 -3.667
O 1.519 -0.674 -3.537
H 0.178 -3.213 -0.720
H -0.260 -2.752 -2.029
O 0.409 -3.367 -1.688
H -0.798 4.060 -1.340
H -0.115 3.032 -0.488
O -0.475 3.227 -1.352
H -0.841 -0.629 -2.030
H 0.338 0.293 -2.307
O -0.515 0.212 -1.792
H -3.355 -0.966 1.217
H -2.364 -0.723 2.283
O -2.600 -1.408 1.711
H 1.841 1.946 -3.247
H 0.837 2.693 -2.459
O 1.764 2.597 -2.545
H -3.136 0.726 3.546
H -2.853 1.180 1.974
O -2.602 1.029 2.840
H 2.969 2.631 -1.023
H 2.801 1.286 -0.685
O 3.387 1.948 -0.376
H -2.131 2.224 -1.072
H -3.273 3.214 -1.758
O -3.062 2.511 -1.069
H 4.544 0.170 0.012
H 4.260 -0.380 1.517
O 4.410 -0.520 0.541
H -2.602 -1.377 -1.771
H -2.589 -2.813 -1.624
O -2.241 -2.125 -2.140
H 3.833 -0.824 -1.062
H 2.953 -1.888 -1.738
O 3.619 -1.209 -1.973
*
```

Computed, not measured: a molecular structure, C21H28N3O6Rh in a non-equilibrium geometry, with the ωB97M-V functional and the def2-TZVPD basis.

Output
ΔE to the lowest compared entry with this formula, charge and spin (kJ/mol): 0.00
DFT total energy (Ha): -1542.6637
HOMO-LUMO gap (spin up / spin down) (Ha): 0.23590 / 0.23489
LUMO level (spin up / spin down) (eV): -8.32 / -8.34
E_HOMO (spin up / spin down) (eV): -14.73 / -14.74

The geometry in ORCA input format:
```
! wB97M-V def2-TZVPD RIJCOSX def2/J DEFGRID3
* xyz 2 1
Rh 0.005 0.476 -0.401
C -0.730 -2.330 1.195
O -0.631 -0.898 1.329
C -1.652 -0.335 2.162
C -1.560 1.155 2.032
O -1.731 1.440 0.634
C -1.596 2.836 0.305
C -1.712 2.919 -1.180
O -0.643 2.129 -1.720
C -0.679 2.018 -3.157
H -0.640 -2.794 2.177
H -1.684 -2.608 0.745
H 0.092 -2.652 0.561
H -2.628 -0.705 1.840
H -1.492 -0.620 3.204
H -2.337 1.639 2.626
H -0.583 1.517 2.358
H -2.380 3.418 0.791
H -0.615 3.192 0.631
H -2.672 2.528 -1.529
H -1.606 3.956 -1.504
H -0.693 3.018 -3.588
H 0.226 1.508 -3.472
H -1.564 1.466 -3.476
O 2.347 -0.656 -3.366
C 1.489 -0.600 -2.538
O 1.594 -0.049 -1.334
C 0.130 -1.173 -2.764
C -0.130 -2.035 -3.831
C -1.390 -2.549 -3.939
C -2.391 -2.182 -3.011
C -3.712 -2.687 -3.090
C -4.673 -2.254 -2.226
C -4.353 -1.300 -1.236
C -3.081 -0.812 -1.112
C -2.072 -1.256 -1.989
N -0.777 -0.796 -1.889
H 0.670 -2.262 -4.521
H -1.641 -3.231 -4.743
H -3.946 -3.410 -3.861
H -5.685 -2.625 -2.306
H -5.130 -0.953 -0.567
H -2.839 -0.070 -0.370
N 1.408 1.074 0.988
C 2.307 0.644 1.590
N 3.307 0.174 2.243
C 3.219 -0.174 3.677
C 4.084 0.812 4.448
O 5.407 0.786 3.959
C 5.515 1.142 2.594
C 4.691 0.210 1.718
H 3.627 -1.177 3.802
H 2.184 -0.155 4.013
H 4.132 0.517 5.494
H 3.658 1.821 4.372
H 6.567 1.043 2.334
H 5.199 2.181 2.436
H 5.096 -0.801 1.787
H 4.694 0.528 0.678
*
```

Computed, not measured: a molecular structure, C23H25N3O3 in a non-equilibrium geometry, with the ωB97M-V functional and the def2-TZVPD basis.

Output
ΔE to the lowest compared entry with this formula, charge and spin (kJ/mol): 2004.24
DFT total energy (Ha): -1280.7763
HOMO-LUMO gap (Ha): 0.27989
LUMO level (eV): 0.10
E_HOMO (eV): -7.52

The geometry in ORCA input format:
```
! wB97M-V def2-TZVPD RIJCOSX def2/J DEFGRID3
* xyz 0 1
C 9.910 1.141 -0.243
C 8.801 0.227 -0.147
C 7.499 1.106 -0.278
C 6.186 0.075 -0.091
O 6.240 -1.258 -0.009
N 4.902 0.710 -0.110
C 3.552 0.200 0.110
C 3.304 -0.989 0.046
C 1.955 -1.378 0.167
C 0.995 -0.538 0.116
C 1.227 1.045 -0.082
C 2.500 1.341 -0.287
H 2.853 2.106 -0.477
H 0.534 1.675 -0.193
N -0.368 -0.944 0.151
C -0.884 -2.109 -0.354
H 0.042 -2.941 -0.571
C -2.000 -2.814 0.341
N -2.923 -1.693 0.402
C -4.237 -1.937 -0.051
O -4.498 -3.021 -0.869
C -5.374 -0.847 0.044
C -6.581 -1.038 -0.330
C -7.282 0.163 -0.112
C -8.529 0.745 -0.681
C -8.681 1.941 -0.272
C -7.725 2.622 0.060
C -6.397 2.539 0.187
C -6.273 0.987 0.153
O -4.974 0.340 0.218
H -5.623 3.167 0.418
H -7.997 3.828 0.065
H -9.737 2.342 -0.355
H -9.344 -0.238 -0.712
H -7.049 -2.164 -0.624
C -2.530 -0.457 1.256
H -3.352 0.052 1.222
C -1.420 0.052 0.743
H -1.070 0.897 1.110
H -1.914 0.565 -0.381
H -2.116 -1.097 2.345
H -2.501 -3.518 -0.085
H -1.714 -3.167 1.263
H -1.225 -1.902 -1.446
H 1.688 -2.380 0.392
H 4.273 -1.795 0.267
H 5.110 1.682 -0.292
H 7.442 1.653 0.549
H 7.298 1.587 -1.335
H 8.559 -0.184 0.882
H 8.678 -0.503 -0.947
H 10.802 0.609 -0.299
H 10.063 1.981 0.333
H 9.905 1.533 -1.207
*
```

Computed, not measured: 2 unconnected molecules or ions with the total composition CH6BrN2 in a non-equilibrium geometry, with the ωB97M-V functional and the def2-TZVPD basis.

Output
ΔE to the lowest compared entry with this formula, charge and spin (kJ/mol): 102.09
DFT total energy (Ha): -2724.7220
HOMO-LUMO gap (spin up / spin down) (Ha): 0.23791 / 0.27888
LUMO level (spin up / spin down) (eV): -3.88 / -7.70
E_HOMO (spin up / spin down) (eV): -10.35 / -15.28

The geometry in ORCA input format:
```
! wB97M-V def2-TZVPD RIJCOSX def2/J DEFGRID3
* xyz 1 3
C 0.015 0.351 0.266
N 0.109 -0.493 1.304
N -0.055 -0.237 -1.058
Br 1.534 1.567 0.040
H -1.311 1.226 0.296
H -0.616 -1.138 1.282
H 0.473 -0.245 2.275
H -0.274 0.566 -1.772
H -0.713 -0.991 -1.270
H 0.836 -0.607 -1.363
*
```

Which of these has the lowest DFT total energy?
CH6BrN2

Among the records above, which one has the lowest DFT total energy?
CH6BrN2

What is the ΔE to the lowest compared entry with this formula, charge and spin in the first record?
616.04 kJ/mol

Look up the ΔE to the lowest compared entry with this formula, charge and spin of the fourth one.
102.09 kJ/mol